Entry 1:
Computed, not measured: C9H10BrP as an isolated structure in a non-equilibrium geometry, with ωB97M-V/def2-TZVPD.

```
21
Properties=species:S:1:pos:R:3:forces:R:3
C 1.4061 -1.2054 0.2700 1.524 2.227 0.891
C -1.1473 -1.6416 0.5148 0.582 -1.192 -0.933
C -2.0990 0.4706 0.3716 2.888 -3.848 -0.019
C 0.0607 -0.7803 0.4255 -3.071 0.234 0.353
C -2.3691 -0.9013 0.4397 -0.283 -1.047 1.601
C -0.7436 0.3109 0.1818 1.276 -0.766 -0.818
C 2.3862 -0.2639 0.2812 1.206 -2.709 -0.934
C -3.7761 -1.5344 0.4594 2.687 0.133 -1.421
C 3.5260 2.2076 0.7728 0.863 3.179 2.056
P 2.1626 1.4438 -0.0773 -0.453 0.618 -0.920
Br 4.3300 -0.9699 -0.0275 -2.074 0.685 0.416
H 1.6568 -2.2224 0.3968 0.034 -1.040 -0.155
H -1.0436 -2.7635 0.1848 -0.268 2.328 0.510
H -2.7301 1.2135 0.5226 -2.336 3.440 0.538
H -3.6599 -2.0969 -0.4523 -1.020 -0.612 -0.479
H -4.4214 -0.7213 0.2855 -1.386 0.566 0.069
H -4.0350 -2.2200 1.2518 0.142 0.252 0.494
H 3.5647 2.1235 1.9273 -0.249 0.256 -1.922
H 4.4774 1.8945 0.4245 0.750 -1.034 -0.464
H 3.6374 3.3267 0.4331 -0.812 -1.787 0.974
H 1.1135 1.6253 0.8625 -0.002 0.120 0.162
```
Forces are in eV/Å.

Summary:
Energy relative to the best compared isomer or geometry (same formula, charge and spin): 419.1 kJ/mol
Frontier orbital gap (alpha / beta): 6.7414 / 6.7452 eV
E_LUMO (alpha / beta): -1.08 / -1.07 eV
HOMO level (alpha / beta): -0.2873 / -0.2873 Ha
Total energy: -88819.608 eV


Entry 2:
Computed, not measured: a 2-piece molecular cluster, C9H10Cl2N3 overall in a non-equilibrium geometry, with ωB97M-V/def2-TZVPD.

```
24
Properties=species:S:1:pos:R:3:forces:R:3
C 3.0088 -1.5247 -2.4996 -0.523 0.513 0.492
C 3.7636 -1.2175 -1.3501 -1.141 -0.122 -0.732
C 1.6416 -1.3313 -2.6021 -2.495 1.821 2.106
C 3.1028 -0.8585 -0.2651 0.146 0.311 -0.072
C 0.9747 -0.6904 -1.5533 1.913 -1.405 -1.124
C 1.6826 -0.5375 -0.3508 1.101 -0.084 3.123
C 1.0926 -0.2287 0.8976 2.322 0.901 0.924
C -1.2443 -0.2823 1.7031 -2.216 3.513 -0.718
C 1.6782 0.8418 3.0154 -1.074 0.154 -1.792
N 1.9249 0.0946 2.0166 -0.715 -0.166 0.393
N -0.2003 -0.1266 1.1017 0.431 -0.068 -0.768
N -3.4231 1.9875 1.3953 1.213 -1.286 -1.171
Cl 0.3727 2.0941 3.0964 0.564 -0.847 -0.239
Cl 2.5580 0.8565 4.4438 0.592 -0.193 0.210
H 3.4477 -1.9682 -3.2910 1.675 -1.377 -2.515
H 4.7923 -1.3749 -1.2782 1.443 -0.436 -0.262
H 0.9949 -1.5980 -3.4081 0.373 -0.325 -0.868
H 3.7186 -0.9021 0.5952 -0.392 0.636 1.291
H -0.0294 -0.4572 -1.4595 -1.940 0.236 -0.685
H -1.6966 -1.1110 2.1461 -0.131 -1.909 0.921
H -1.8934 0.6819 1.6554 0.078 -1.234 0.419
H -3.6680 1.5273 0.5236 -0.304 0.140 0.258
H -2.9822 2.8531 1.1531 -0.368 0.640 0.422
H -4.1813 1.9759 2.0348 -0.553 0.587 0.387
```
Forces are in eV/Å.

Summary:
Frontier orbital gap (alpha / beta): 6.5395 / 5.4122 eV
E_LUMO (alpha / beta): -3.51 / -7.51 eV
Multiplicity: 3
⟨S²⟩: 2.02
Net charge: +1
HOMO level (alpha / beta): -0.3693 / -0.4750 Ha
Total energy: -38998.298 eV


Entry 3:
Computed, not measured: one molecule with the formula C9H10ClNO2 in a non-equilibrium geometry, with ωB97M-V/def2-TZVPD.

```
23
Properties=species:S:1:pos:R:3:forces:R:3
C 0.1987 2.4601 2.2993 1.343 -3.057 2.610
C 0.2616 1.0741 2.1943 -0.052 1.916 -2.211
C -0.0074 3.3014 1.1889 -2.040 0.485 -2.159
C 0.3520 0.3502 0.8051 1.157 2.271 2.390
C -0.2994 2.7514 -0.0207 1.380 -0.870 1.070
C -0.0799 1.3065 -0.2572 -0.254 -0.628 -3.837
C -0.0814 -3.5941 -1.6311 -0.003 0.565 0.180
C -0.2270 0.7519 -1.5416 0.498 1.791 3.353
C -0.6012 -2.5002 -0.7656 0.054 0.601 2.675
N 0.1985 -1.7824 0.0316 0.673 -1.593 -3.061
O -0.4020 -0.8265 0.8071 -1.805 -0.665 0.887
O 1.4613 -1.7559 -0.0368 -0.850 -0.698 0.088
Cl -0.8489 1.7094 -2.8278 0.124 -0.479 -0.323
H 0.4422 2.9563 3.2882 -0.704 -0.862 -1.105
H 0.3719 0.3606 2.9565 0.241 -0.270 1.457
H -0.3032 4.3470 1.3411 0.747 -0.283 -0.002
H 1.3899 -0.0849 0.7714 -0.514 1.249 -0.386
H -0.4911 3.3507 -0.8807 -0.426 0.321 -0.293
H -0.8483 -3.8514 -2.3717 0.227 -0.202 0.355
H 0.7774 -3.1942 -2.1497 0.415 -0.078 -0.285
H 0.2639 -4.4556 -1.0389 -0.274 0.135 -0.262
H 0.1243 -0.2589 -1.6982 -0.354 0.181 -0.670
H -1.6516 -2.4155 -0.4635 0.419 0.170 -0.468
```
Forces are in eV/Å.

Summary:
Energy relative to the best compared isomer or geometry (same formula, charge and spin): 637.8 kJ/mol
Frontier orbital gap (alpha / beta): 7.6809 / 7.6811 eV
E_LUMO (alpha / beta): -0.26 / -0.26 eV
SMILES string: C/C=[N+](\[O-])O[C@@H]1C=CC=C/C1=C\Cl
HOMO level (alpha / beta): -0.2917 / -0.2917 Ha
Total energy: -27596.844 eV


Entry 4:
Computed, not measured: C9H10F3IrNO3S as an isolated structure in a non-equilibrium geometry, with ωB97M-V/def2-TZVPD.

```
28
Properties=species:S:1:pos:R:3:forces:R:3
C 0.2009 -1.8206 -1.7879 0.106 -0.507 -1.479
C 1.2521 -0.8533 -1.9261 0.982 -0.783 -2.477
C 0.6539 0.4305 -2.1731 -0.374 -0.408 -0.761
C -0.7788 0.2467 -2.2063 0.345 0.030 -1.568
C -1.0541 -1.1491 -1.9820 -0.247 -0.748 -1.281
Ir -0.0397 -0.2699 -0.2374 -0.822 4.076 2.418
C 1.4162 -0.9969 1.0106 0.943 -2.327 1.631
C 0.3878 -2.0385 1.4539 2.209 -2.035 0.784
C 0.6143 -3.3682 1.7821 -0.485 1.375 -0.368
N -0.7788 -1.4338 1.1578 -1.895 -0.930 1.201
H 1.1724 1.3681 -2.3456 -0.129 -0.233 0.179
H 2.3221 -1.0343 -1.8491 -0.412 -0.008 0.024
H -1.5102 1.0262 -2.4029 0.217 -0.206 0.223
H -2.0484 -1.5928 -1.9457 0.407 0.087 0.001
H 0.3281 -2.8871 -1.5979 -0.025 0.437 0.091
H 2.3240 -1.4230 0.5676 -0.029 0.085 0.437
H -1.7074 -1.8407 1.2964 0.424 -0.370 0.382
H 1.6034 -0.2521 1.7943 0.023 -0.041 -0.283
H 1.6343 -3.7482 1.8255 -0.343 0.084 0.150
H -0.2365 -4.0420 1.8879 0.285 0.004 0.011
F -0.1828 4.8487 1.6578 -0.493 -0.223 0.041
C -1.0733 3.8522 1.4754 0.353 -0.587 -0.241
F -1.3876 3.3288 2.6731 0.038 0.427 -0.328
F -2.1858 4.3673 0.9212 0.414 -0.132 0.342
S -0.3030 2.5366 0.3736 -1.203 -1.214 0.565
O -0.3149 3.1524 -0.9336 0.159 -0.023 0.455
O 0.9785 2.2222 0.9920 -0.835 0.711 -0.430
O -1.2868 1.3711 0.5183 0.386 3.456 0.282
```
Forces are in eV/Å.

Summary:
Frontier orbital gap (alpha / beta): 3.7136 / 6.6750 eV
E_LUMO (alpha / beta): 3.09 / 2.31 eV
Multiplicity: 5
⟨S²⟩: 6.03
Net charge: -1
HOMO level (alpha / beta): -0.0229 / -0.1604 Ha
Total energy: -38949.113 eV


Entry 5:
Computed, not measured: one molecule with the formula C9H10F3N2P in a non-equilibrium geometry, with ωB97M-V/def2-TZVPD.

```
25
Properties=species:S:1:pos:R:3:forces:R:3
C 0.5484 0.3938 -0.0180 0.032 -4.164 1.140
C -0.3867 -0.6365 0.1362 -0.056 -0.806 0.641
C 1.7999 -0.3032 0.2101 -0.855 0.006 -0.404
C -0.7794 1.9790 -1.5266 2.972 1.195 -0.376
C 0.2001 1.7257 -0.3070 0.568 2.205 -0.770
C -1.2176 2.2438 -0.1223 0.205 -5.503 -1.712
C -2.2077 1.2794 0.4665 0.795 -1.399 -0.305
C -0.1876 -3.1441 0.6357 2.076 0.578 2.469
C 3.1681 0.3190 0.1825 1.799 -2.155 0.089
N 1.6156 -1.6140 0.4345 -0.286 1.199 0.009
N 0.2883 -1.8006 0.4249 1.125 1.165 -0.883
F -3.4739 1.7235 0.4650 -1.234 1.202 0.251
F 3.5029 0.7834 1.4364 -0.350 0.539 -0.330
F 3.1626 1.3178 -0.7161 0.018 1.000 -0.054
P -2.2006 -0.4590 0.1116 1.837 0.888 -0.573
H -0.3375 2.7201 -2.2298 -0.864 -0.074 0.815
H -1.0390 1.0856 -2.0572 -0.492 -0.418 0.166
H 1.1259 2.3277 -0.0845 -1.656 0.324 -0.756
H -1.3163 3.1783 0.1510 -0.659 4.632 1.508
H 0.0795 -3.7921 -0.1734 0.084 -0.395 -0.359
H 0.3353 -3.4321 1.6348 -1.156 -0.126 -1.825
H -1.2191 -3.0379 0.7721 -1.641 -0.472 0.233
H 4.0923 -0.3282 -0.0942 -1.983 0.464 0.332
H -2.5101 -1.5632 -0.7808 0.162 0.299 -0.482
H -3.0433 -0.9663 1.0485 -0.441 -0.183 1.178
```
Forces are in eV/Å.

Summary:
Energy relative to the best compared isomer or geometry (same formula, charge and spin): 211.2 kJ/mol
Frontier orbital gap (alpha / beta): 7.8473 / 7.8469 eV
E_LUMO (alpha / beta): 0.35 / 0.35 eV
SMILES string: Cn1nc(C(F)F)c2c1[PH2]=C(F)[C@@H]1C[C@H]21
HOMO level (alpha / beta): -0.2757 / -0.2756 Ha
Total energy: -29911.385 eV


What did the fifth record say?
Computed, not measured: one molecule with the formula C9H10F3N2P in a non-equilibrium geometry, with ωB97M-V/def2-TZVPD.

```
25
Properties=species:S:1:pos:R:3:forces:R:3
C 0.5484 0.3938 -0.0180 0.032 -4.164 1.140
C -0.3867 -0.6365 0.1362 -0.056 -0.806 0.641
C 1.7999 -0.3032 0.2101 -0.855 0.006 -0.404
C -0.7794 1.9790 -1.5266 2.972 1.195 -0.376
C 0.2001 1.7257 -0.3070 0.568 2.205 -0.770
C -1.2176 2.2438 -0.1223 0.205 -5.503 -1.712
C -2.2077 1.2794 0.4665 0.795 -1.399 -0.305
C -0.1876 -3.1441 0.6357 2.076 0.578 2.469
C 3.1681 0.3190 0.1825 1.799 -2.155 0.089
N 1.6156 -1.6140 0.4345 -0.286 1.199 0.009
N 0.2883 -1.8006 0.4249 1.125 1.165 -0.883
F -3.4739 1.7235 0.4650 -1.234 1.202 0.251
F 3.5029 0.7834 1.4364 -0.350 0.539 -0.330
F 3.1626 1.3178 -0.7161 0.018 1.000 -0.054
P -2.2006 -0.4590 0.1116 1.837 0.888 -0.573
H -0.3375 2.7201 -2.2298 -0.864 -0.074 0.815
H -1.0390 1.0856 -2.0572 -0.492 -0.418 0.166
H 1.1259 2.3277 -0.0845 -1.656 0.324 -0.756
H -1.3163 3.1783 0.1510 -0.659 4.632 1.508
H 0.0795 -3.7921 -0.1734 0.084 -0.395 -0.359
H 0.3353 -3.4321 1.6348 -1.156 -0.126 -1.825
H -1.2191 -3.0379 0.7721 -1.641 -0.472 0.233
H 4.0923 -0.3282 -0.0942 -1.983 0.464 0.332
H -2.5101 -1.5632 -0.7808 0.162 0.299 -0.482
H -3.0433 -0.9663 1.0485 -0.441 -0.183 1.178
```
Forces are in eV/Å.

Summary:
Energy relative to the best compared isomer or geometry (same formula, charge and spin): 211.2 kJ/mol
Frontier orbital gap (alpha / beta): 7.8473 / 7.8469 eV
E_LUMO (alpha / beta): 0.35 / 0.35 eV
SMILES string: Cn1nc(C(F)F)c2c1[PH2]=C(F)[C@@H]1C[C@H]21
HOMO level (alpha / beta): -0.2757 / -0.2756 Ha
Total energy: -29911.385 eV


Copy entry 4 word for word.
Computed, not measured: C9H10F3IrNO3S as an isolated structure in a non-equilibrium geometry, with ωB97M-V/def2-TZVPD.

```
28
Properties=species:S:1:pos:R:3:forces:R:3
C 0.2009 -1.8206 -1.7879 0.106 -0.507 -1.479
C 1.2521 -0.8533 -1.9261 0.982 -0.783 -2.477
C 0.6539 0.4305 -2.1731 -0.374 -0.408 -0.761
C -0.7788 0.2467 -2.2063 0.345 0.030 -1.568
C -1.0541 -1.1491 -1.9820 -0.247 -0.748 -1.281
Ir -0.0397 -0.2699 -0.2374 -0.822 4.076 2.418
C 1.4162 -0.9969 1.0106 0.943 -2.327 1.631
C 0.3878 -2.0385 1.4539 2.209 -2.035 0.784
C 0.6143 -3.3682 1.7821 -0.485 1.375 -0.368
N -0.7788 -1.4338 1.1578 -1.895 -0.930 1.201
H 1.1724 1.3681 -2.3456 -0.129 -0.233 0.179
H 2.3221 -1.0343 -1.8491 -0.412 -0.008 0.024
H -1.5102 1.0262 -2.4029 0.217 -0.206 0.223
H -2.0484 -1.5928 -1.9457 0.407 0.087 0.001
H 0.3281 -2.8871 -1.5979 -0.025 0.437 0.091
H 2.3240 -1.4230 0.5676 -0.029 0.085 0.437
H -1.7074 -1.8407 1.2964 0.424 -0.370 0.382
H 1.6034 -0.2521 1.7943 0.023 -0.041 -0.283
H 1.6343 -3.7482 1.8255 -0.343 0.084 0.150
H -0.2365 -4.0420 1.8879 0.285 0.004 0.011
F -0.1828 4.8487 1.6578 -0.493 -0.223 0.041
C -1.0733 3.8522 1.4754 0.353 -0.587 -0.241
F -1.3876 3.3288 2.6731 0.038 0.427 -0.328
F -2.1858 4.3673 0.9212 0.414 -0.132 0.342
S -0.3030 2.5366 0.3736 -1.203 -1.214 0.565
O -0.3149 3.1524 -0.9336 0.159 -0.023 0.455
O 0.9785 2.2222 0.9920 -0.835 0.711 -0.430
O -1.2868 1.3711 0.5183 0.386 3.456 0.282
```
Forces are in eV/Å.

Summary:
Frontier orbital gap (alpha / beta): 3.7136 / 6.6750 eV
E_LUMO (alpha / beta): 3.09 / 2.31 eV
Multiplicity: 5
⟨S²⟩: 6.03
Net charge: -1
HOMO level (alpha / beta): -0.0229 / -0.1604 Ha
Total energy: -38949.113 eV


What is the total energy in the first record? -88819.608 eV


Look up the total energy of the first one. -88819.608 eV